Entry 1:
119
Properties=species:S:1:pos:R:3:forces:R:3 method="wB97M-V/def2-TZVPD" gap_ev="6.6 / 5.9" multiplicity=2 s2=0.761
V 0.087151 0.620936 0.337896 0.5 -0.1 -0.5
O 1.966104 2.886160 3.079309 0.0 0.1 -0.1
C 1.167913 2.360030 2.331159 0.0 0.0 0.0
O 1.441455 1.718068 1.241362 0.0 -0.2 0.1
C -0.313324 2.388631 2.644315 0.0 0.0 0.0
C -0.805169 3.158189 3.714165 0.0 0.0 0.0
C -2.150418 3.230129 3.905551 0.0 0.0 0.0
C -3.011323 2.547326 3.014235 0.0 0.0 0.0
C -4.422029 2.613142 3.098875 0.0 0.0 0.0
C -5.206878 1.960340 2.191253 0.0 0.0 0.0
C -4.615512 1.207459 1.153912 0.0 0.0 0.0
C -3.256790 1.123455 1.054509 0.0 0.0 0.0
C -2.427496 1.782395 1.983041 0.0 0.0 0.0
N -1.073702 1.688703 1.834597 -0.1 0.1 0.1
H -0.085993 3.675060 4.333371 0.0 0.0 0.0
H -2.575317 3.815469 4.712565 0.0 0.0 0.0
H -4.867231 3.200109 3.893693 0.0 0.0 0.0
H -6.284860 2.022483 2.260910 0.0 0.0 0.0
H -5.242038 0.703566 0.428109 0.0 0.0 0.0
H -2.777071 0.571438 0.259874 0.0 0.0 0.0
C -1.580938 -1.361064 3.106263 0.0 0.0 0.0
P -0.042177 -1.284721 2.112445 0.0 0.1 0.0
C -0.128710 -2.942388 1.289785 0.0 0.0 0.0
N -0.021418 -4.016532 2.023234 0.1 0.0 0.1
C 0.041138 -5.219470 1.395593 0.0 0.0 0.0
C 0.191727 -6.400576 2.156927 0.0 0.0 0.0
C 0.315288 -7.602160 1.520447 0.0 0.0 0.0
C 0.294003 -7.675269 0.107906 0.0 0.0 0.0
C 0.137029 -6.547763 -0.646509 0.0 0.0 0.0
C -0.002618 -5.295149 -0.008210 0.0 0.0 0.0
N -0.224169 -4.178814 -0.750361 0.1 0.0 0.0
C -0.317550 -3.032480 -0.130320 0.0 0.0 0.0
P -0.827289 -1.534184 -1.091855 0.0 0.2 0.1
C -0.055471 -1.907600 -2.707090 0.1 0.0 0.0
C -2.625857 -2.011796 -1.455169 0.0 -0.1 0.0
C -2.731323 -3.240608 -2.364872 0.0 0.0 0.0
C -3.338381 -0.850750 -2.159179 0.0 0.0 0.0
C -3.336959 -2.331163 -0.137537 0.0 -0.1 0.0
C 1.271856 -1.428929 3.459906 0.0 0.0 0.0
C 2.637556 -1.252193 2.799722 0.0 0.0 0.0
C 1.035194 -0.260994 4.428147 0.0 0.0 0.0
C 1.283182 -2.708002 4.302174 -0.1 0.0 0.0
H -1.576658 -2.225596 3.770883 0.0 0.0 0.0
H -2.439230 -1.431170 2.442883 0.0 0.0 0.0
H -1.686372 -0.448109 3.691875 0.0 0.0 0.0
H 0.215510 -6.313149 3.235887 0.0 0.0 0.0
H 0.436272 -8.510993 2.095542 0.0 0.0 0.0
H 0.397121 -8.639013 -0.373719 0.0 0.0 0.0
H 0.104061 -6.576832 -1.728163 0.0 0.0 0.0
H 0.009872 -2.986904 -2.831044 0.0 0.0 0.0
H 0.940208 -1.475881 -2.770258 -0.1 0.0 0.0
H -0.666820 -1.469679 -3.492169 0.0 0.0 0.0
H -2.322180 -3.044540 -3.356661 0.0 0.0 0.0
H -3.790007 -3.486197 -2.488855 0.0 0.0 0.0
H -2.223649 -4.110331 -1.948782 0.0 0.0 0.0
H -2.896083 -0.642666 -3.133085 0.0 0.0 0.0
H -3.312102 0.080013 -1.593459 0.0 0.0 0.0
H -4.385755 -1.130389 -2.308364 0.0 0.0 0.0
H -2.914784 -3.212593 0.352863 0.0 0.0 0.0
H -4.390227 -2.542587 -0.342831 0.0 0.0 0.0
H -3.303213 -1.498767 0.561170 0.0 0.1 0.0
H 2.730690 -0.277335 2.325206 0.0 0.0 0.0
H 2.821689 -2.018296 2.042373 0.0 0.0 0.0
H 3.417298 -1.335767 3.562424 0.0 0.0 0.0
H 1.028376 0.706580 3.935077 0.0 0.0 0.0
H 1.861579 -0.239990 5.143094 0.0 0.0 0.0
H 0.112095 -0.378885 4.998030 0.0 0.0 0.0
H 1.672885 -3.559062 3.751872 0.0 0.0 0.0
H 0.297508 -2.976176 4.684913 0.0 0.0 0.0
H 1.938603 -2.526203 5.159927 0.0 0.0 0.0
C 3.203119 1.721958 -3.904880 0.0 0.0 0.0
C 2.144806 1.032180 -3.079364 0.1 0.0 0.0
O 2.774083 0.017964 -2.271420 -0.1 0.0 0.0
P 2.296212 -0.251395 -0.740542 -0.3 0.2 0.2
O 2.459577 -1.840840 -0.628714 0.0 0.0 0.0
C 3.646727 -2.539012 -1.063302 0.0 0.0 0.0
C 3.316297 -3.397782 -2.261665 0.0 0.0 0.0
O 3.621055 0.182938 0.067354 0.0 0.0 -0.1
C 4.119387 1.528907 -0.053094 0.0 0.0 0.1
C 5.516083 1.485445 -0.628074 0.0 0.0 0.0
H 2.740555 2.469819 -4.551506 0.0 0.0 0.0
H 3.731792 1.002913 -4.531858 0.0 0.0 0.0
H 3.928527 2.224000 -3.263082 0.0 0.0 0.0
H 1.392627 0.553513 -3.706968 0.0 0.0 0.0
H 1.633159 1.747177 -2.431292 0.0 0.0 0.0
H 3.968446 -3.146037 -0.216621 0.0 0.0 0.0
H 4.436173 -1.821509 -1.283988 0.0 0.0 0.0
H 2.488135 -4.070990 -2.031841 0.0 0.0 0.0
H 4.184359 -3.997100 -2.542453 0.0 0.0 0.0
H 3.034718 -2.776714 -3.112277 0.0 0.0 0.0
H 4.092837 1.968377 0.942227 0.0 0.0 0.0
H 3.449136 2.125861 -0.677507 0.0 0.0 0.0
H 6.169762 0.886676 0.007936 0.0 0.0 0.0
H 5.929030 2.494142 -0.691245 0.0 0.0 0.0
H 5.508840 1.045931 -1.626459 0.0 0.0 0.0
C -3.272070 4.583132 -1.184363 0.0 0.0 0.0
C -2.011826 5.435818 -1.279609 0.0 0.0 0.0
C -0.775704 4.656575 -1.774544 0.0 0.0 0.0
C 0.455707 5.581002 -1.801988 0.0 0.0 0.0
C 1.736781 4.852480 -2.196550 0.0 0.0 0.0
C -1.048403 4.204132 -3.185118 -0.1 -0.1 0.0
O -1.262449 4.964894 -4.103980 0.0 0.0 0.0
N -1.062603 2.847273 -3.369245 0.0 0.0 0.0
C -0.865427 1.860826 -2.401456 0.0 0.0 -0.1
O -0.963376 0.702217 -2.791817 0.0 0.2 0.1
N -0.556568 2.197479 -1.120725 0.0 -0.2 0.1
C -0.503289 3.531049 -0.766526 -0.1 0.1 -0.1
O -0.250560 3.898474 0.365232 0.0 -0.1 0.0
H -4.105370 5.170446 -0.797001 0.0 0.0 0.0
H -3.129109 3.734242 -0.510028 0.0 0.0 0.0
H -3.570836 4.195039 -2.161525 0.0 0.0 0.0
H -1.755614 5.838786 -0.299225 0.0 0.0 0.0
H -2.167440 6.273828 -1.961442 0.0 0.0 0.0
H 0.561398 6.011468 -0.806931 0.0 0.0 0.0
H 0.243924 6.387719 -2.505352 0.0 0.0 0.0
H 1.965925 4.052548 -1.486537 0.0 0.0 0.0
H 2.586846 5.535410 -2.203917 0.0 0.0 0.0
H 1.657608 4.417753 -3.197194 0.0 0.0 0.0
H -1.291242 2.501046 -4.290321 0.0 0.0 0.0


Entry 2:
116
Properties=species:S:1:pos:R:3:forces:R:3 method="wB97M-V/def2-TZVPD" gap_ev=5.8 multiplicity=1 charge=+1
Zn -0.791636 0.283683 0.397466 -0.1 -0.5 0.1
C 4.104364 1.766683 4.222466 0.4 0.5 0.2
N 3.123564 0.768183 3.904566 -0.3 -0.3 -0.2
C 2.939264 -0.419117 4.535666 0.0 -0.3 0.2
C 1.914064 -1.049517 3.880966 0.3 0.1 0.3
N 1.472764 -0.273917 2.868766 -0.1 0.2 -0.3
C 2.205164 0.817183 2.899666 0.1 0.2 -0.1
P 1.990464 2.282183 1.840666 -0.3 -0.5 -0.1
C 0.212864 2.475183 2.180366 0.4 0.1 -0.1
N -0.719936 1.546283 2.091566 0.3 0.1 0.2
C -1.830036 2.058683 2.667466 -0.1 0.2 0.3
C -1.568536 3.323483 3.113266 -0.3 -0.1 0.1
N -0.270336 3.580583 2.801266 -0.2 -0.4 -0.3
C 0.436864 4.800883 3.080966 0.3 0.5 0.2
C 1.966864 1.385983 0.255366 0.1 0.3 0.3
N 1.202864 0.369283 -0.110234 0.2 0.2 0.2
C 1.645264 -0.026717 -1.327234 0.3 0.0 -0.3
C 2.693664 0.758183 -1.705634 -0.1 -0.3 -0.2
N 2.888664 1.651483 -0.702034 -0.4 -0.3 0.1
C 3.866764 2.703283 -0.719934 0.5 0.4 0.0
H 4.801864 1.370383 4.961266 -0.1 0.0 -0.1
H 3.626064 2.659583 4.632466 0.1 -0.1 0.0
H 4.663864 2.048983 3.327866 0.0 0.0 0.1
H 3.528264 -0.715917 5.377966 0.2 0.0 0.2
H 1.479864 -2.004617 4.094666 -0.1 -0.2 0.1
H -2.731136 1.481883 2.736366 -0.2 0.0 0.0
H -2.184636 4.043283 3.613166 -0.1 0.1 0.1
H -0.237336 5.651283 2.980666 0.0 -0.1 0.0
H 1.262364 4.915583 2.378166 -0.1 0.0 0.1
H 0.837364 4.787983 4.097566 0.0 0.0 -0.1
H 1.189764 -0.842117 -1.849634 -0.1 -0.1 -0.1
H 3.301164 0.754583 -2.586734 0.1 0.0 -0.2
H 3.999064 3.049583 -1.744034 0.0 0.0 0.0
H 4.828464 2.345183 -0.346334 -0.1 0.1 0.0
H 3.525764 3.540483 -0.111134 0.1 -0.1 -0.1
S -1.161636 -1.651517 2.014066 0.2 -0.2 -0.4
C -0.816936 -3.104517 1.254166 -0.4 0.3 2.3
N -0.656836 -4.220517 1.987466 0.1 0.4 -0.6
C -0.606336 -5.519717 1.356366 0.1 -0.5 -0.6
C 0.210764 -5.421517 0.080666 0.0 -0.4 0.7
N -0.357936 -4.385917 -0.750334 -0.3 0.5 0.7
C -0.303836 -4.602317 -2.184334 0.0 0.0 -0.5
C 1.091564 -4.386517 -2.715434 0.0 0.0 0.0
C 2.053064 -5.384717 -2.611034 0.0 0.1 0.0
C 3.334964 -5.174817 -3.086434 0.1 -0.1 0.0
C 3.668164 -3.966117 -3.673034 0.1 0.0 0.0
C 2.717064 -2.966417 -3.775934 0.0 0.1 0.0
C 1.433764 -3.176317 -3.302934 0.0 0.0 -0.1
C -0.737336 -3.218217 -0.201734 -0.1 0.0 -2.4
S -1.181936 -1.930417 -1.168434 0.0 -0.3 0.3
C -0.529236 -4.217617 3.426366 0.0 0.1 0.6
C 0.809664 -4.779817 3.843666 0.1 -0.1 -0.1
C 0.914364 -5.660617 4.911066 -0.1 0.1 0.0
C 2.150464 -6.155117 5.292166 0.1 0.0 0.1
C 3.295064 -5.775017 4.610766 0.0 0.0 0.0
C 3.198664 -4.900517 3.539966 0.0 0.0 0.0
C 1.962364 -4.409517 3.157566 0.0 0.0 0.0
H -1.624436 -5.859417 1.122266 0.1 0.0 0.1
H -0.147436 -6.232317 2.044766 0.0 0.1 -0.1
H 0.180564 -6.368817 -0.459334 0.0 0.1 0.1
H 1.256464 -5.187017 0.318766 -0.1 -0.1 -0.1
H -1.004336 -3.915217 -2.661534 0.1 -0.2 0.1
H -0.624136 -5.630017 -2.377334 0.0 0.1 0.1
H 1.796764 -6.340117 -2.178934 0.0 -0.2 0.0
H 4.070764 -5.961017 -3.005334 0.1 -0.1 0.0
H 4.663664 -3.813517 -4.064234 0.1 0.0 0.0
H 2.970464 -2.023017 -4.237034 0.0 0.1 -0.1
H 0.680164 -2.410517 -3.407834 -0.1 0.1 0.0
H -1.342336 -4.802217 3.868066 0.0 0.1 0.0
H -0.627136 -3.183417 3.764966 -0.1 -0.2 0.0
H 0.026464 -5.957417 5.453366 -0.1 0.0 0.0
H 2.221064 -6.842517 6.121466 0.0 -0.1 0.1
H 4.258964 -6.154517 4.912166 0.1 -0.1 0.0
H 4.085764 -4.599217 3.002666 0.1 0.0 0.0
H 1.892864 -3.723417 2.324666 0.0 0.1 -0.1
C -3.144336 2.391483 -4.531434 0.0 0.0 0.2
C -2.285536 1.703783 -3.476734 0.0 0.2 0.4
C -2.768136 0.266383 -3.288934 0.0 0.0 0.1
C -0.843236 1.616183 -3.979434 0.0 0.0 0.1
P -2.204136 2.504783 -1.711034 -0.1 0.3 -0.1
N -1.560036 1.582683 -0.665634 -0.5 0.3 -0.7
C -4.009936 2.986683 -1.192734 0.5 -0.1 -0.2
C -4.869636 1.735783 -1.384534 0.1 0.0 0.0
C -3.987136 3.263083 0.309866 0.1 -0.1 0.0
C -4.641636 4.167783 -1.919834 0.1 -0.1 0.0
C -1.160536 4.148383 -1.849634 -0.2 -0.4 0.0
C 0.316464 3.754683 -1.789334 -0.1 -0.1 0.1
C -1.406136 5.031583 -3.070234 0.0 -0.2 0.1
C -1.422836 4.960583 -0.578834 -0.1 -0.1 -0.1
H -3.008136 1.872483 -5.481334 0.0 0.0 -0.1
H -2.862036 3.428583 -4.677534 0.0 0.2 -0.1
H -4.200436 2.344583 -4.281234 -0.1 0.0 0.0
H -2.459136 -0.344017 -4.137334 0.0 0.0 -0.2
H -3.846436 0.190883 -3.206234 -0.1 0.0 0.0
H -2.320436 -0.150117 -2.391234 -0.1 0.0 0.0
H -0.786636 0.905183 -4.804634 0.0 -0.1 -0.1
H -0.195036 1.259483 -3.179034 0.2 0.0 0.0
H -0.480636 2.570983 -4.351634 0.1 0.1 0.0
H -4.341736 0.857883 -1.015734 0.0 -0.1 0.0
H -5.144036 1.584583 -2.423334 0.0 -0.1 -0.1
H -5.794836 1.833683 -0.815734 -0.1 0.1 0.0
H -3.315536 2.553783 0.784666 0.0 0.0 0.1
H -4.984036 3.129783 0.728166 -0.2 0.0 0.0
H -3.667336 4.271483 0.547466 0.1 0.1 0.1
H -4.646536 4.038683 -2.996934 0.0 0.0 -0.2
H -4.137436 5.099783 -1.682534 0.0 0.1 0.0
H -5.674336 4.267683 -1.585634 -0.2 0.0 0.0
H 0.662964 3.297383 -2.709334 0.1 -0.1 -0.1
H 0.453864 3.052483 -0.967634 0.1 -0.1 0.0
H 0.928564 4.639483 -1.603934 0.0 0.2 0.0
H -1.046336 4.568083 -3.984734 0.0 0.0 -0.1
H -0.861236 5.968883 -2.944434 0.0 0.1 0.0
H -2.457736 5.271183 -3.190534 -0.1 0.1 -0.1
H -1.374336 4.304983 0.287966 0.0 0.0 0.2
H -2.387836 5.455183 -0.600634 -0.1 0.1 0.1
H -0.662136 5.736483 -0.472434 0.1 0.1 -0.1